# C24H19IrN6OSTe

A molecular structure, C24H19IrN6OSTe (ωB97M-V/def2-TZVPD, the Open Molecules 2025 dataset).

Output
Frontier orbital gap (eV): 6.383
Total energy (eV): -57151.7458
LUMO energy (eV): -0.1983

Geometry as XYZ:
```
53
Properties=species:S:1:pos:R:3:lowdin_charge:R:1
C -0.8226 -1.4460 4.0659 0.00
H -0.8198 1.9355 -4.8397 0.10
H -3.1741 2.9447 0.3201 0.07
H -1.1763 -2.4164 4.3824 0.11
C -1.4577 -2.4846 -0.6267 -0.10
H 0.5341 1.8473 2.7526 -0.03
C -0.9253 -1.0850 2.7296 -0.24
H 4.2874 1.8684 -1.1704 0.11
N -0.2741 1.4832 -4.1272 0.20
C -1.4696 -1.9474 1.6924 -0.24
H 0.6891 1.2617 -4.3015 0.12
H -0.1916 -0.8240 6.0178 0.11
Ir -0.4225 0.3276 0.1480 1.13
N -0.4319 0.0919 2.2850 -0.03
H -3.4781 -4.6028 1.0860 0.10
C 3.7950 1.0778 -0.6246 -0.06
C 2.4313 -0.8905 0.7265 -0.34
C -1.4583 4.2385 0.4526 -1.00
C -2.5445 1.1577 -1.4355 -0.17
C -0.7881 1.2447 -2.9088 -0.48
C -2.3577 -2.9929 1.9447 -0.03
H -2.6322 -4.1840 -1.2052 0.10
H -3.2524 7.2835 0.3036 0.06
C 3.8373 -0.9089 0.6866 -0.02
N 1.7672 -1.8491 1.4101 0.17
C -2.9148 2.3696 -3.5965 -0.23
C -1.0183 -1.6563 0.4092 -0.28
H 1.8351 1.7757 -1.0754 -0.02
C -2.7880 3.9508 0.3384 -0.26
H -2.7458 -3.1576 2.9431 0.11
H 5.5972 0.0720 0.0013 0.11
H 4.3605 -1.7101 1.1910 0.11
N 1.7322 0.0936 0.1146 -0.04
C 0.1485 0.9233 3.1567 -0.15
C 4.5149 0.0772 0.0243 -0.06
C -2.8973 6.2656 0.3373 -0.44
H 2.2701 -2.6794 1.6655 0.11
H 0.6832 1.3599 5.1764 0.11
H 0.7805 -1.9351 1.2129 0.04
H -4.6883 5.0851 0.1593 0.10
N -2.4108 0.6524 -0.4056 0.06
C -3.6130 5.1148 0.2687 -0.20
C -0.2567 -0.5679 4.9680 -0.05
C -2.7797 -3.7968 0.9027 -0.08
C -2.1550 1.6164 -2.6758 -0.18
Te 0.2526 3.0138 0.4846 0.99
H -1.1258 -2.2928 -1.6412 0.10
N -3.4766 2.9932 -4.3875 0.14
O -0.0346 0.7199 -2.0335 -0.17
C 2.4281 1.0361 -0.5636 -0.24
C -2.3113 -3.5514 -0.3867 -0.08
S -1.2206 5.9426 0.4930 0.89
C 0.2386 0.6396 4.5052 -0.04
```